[1]
Formula: C41H41FNiP2
Source: the Open Molecules 2025 dataset
Level of theory: ωB97M-V with the def2-TZVPD basis set

The geometry in ORCA input format:
```
! RIJCOSX wB97M-V def2-TZVPD def2/J DEFGRID3
* xyz 0 3
Ni 4.0818 2.4030 -0.2176
C 5.3566 2.2459 -2.3777
C 4.0347 1.8836 -2.4288
C 3.5355 0.4518 -2.5386
C 3.2198 -0.2082 -1.1924
C 4.1895 0.1755 -0.0920
C 5.5544 0.2683 -0.2308
C 6.3212 0.0516 -1.4862
C 6.5429 1.3520 -2.3276
C 3.7548 2.7845 1.6159
H 5.5879 3.3092 -2.5230
H 3.3241 2.6742 -2.7414
H 4.2327 -0.1889 -3.0994
H 2.6131 0.4767 -3.1356
H 2.2032 0.0646 -0.8615
H 3.2223 -1.2992 -1.3367
H 3.7894 0.0511 0.9248
H 6.1552 0.3939 0.6797
H 5.8615 -0.7325 -2.1123
H 7.3138 -0.3502 -1.2192
H 7.3868 1.9160 -1.8906
H 6.8880 1.0698 -3.3410
H 3.8954 3.8652 1.7838
H 4.4555 2.2534 2.2845
H 2.7222 2.5033 1.9093
P -4.4697 -0.3015 -0.4787
P -3.6289 -1.9020 2.1959
C -4.1356 -2.0886 -0.5206
C -3.8885 -2.7787 0.6315
C -5.9635 -0.1515 -1.5224
C -6.3321 -1.1076 -2.4808
C -7.4505 -0.8948 -3.2896
C -8.2433 0.2367 -3.1240
C -7.9206 1.1614 -2.1136
C -6.8058 0.9508 -1.3134
C -3.0813 0.2435 -1.5611
C -1.7900 0.2384 -0.9960
C -0.7048 0.6446 -1.7693
C -0.8977 1.0864 -3.0848
C -2.1916 1.1551 -3.6118
C -3.2942 0.7596 -2.8464
C -4.6880 -3.0418 3.2153
C -6.0768 -2.9901 2.9980
C -6.9248 -3.9112 3.5997
C -6.4017 -4.8864 4.4584
C -5.0319 -4.9023 4.7417
C -4.1830 -3.9699 4.1360
C -1.9521 -2.4481 2.7018
C -1.3378 -1.7413 3.7557
C -0.1122 -2.1708 4.2509
C 0.5294 -3.2796 3.6894
C -0.0545 -3.9436 2.6022
C -1.2847 -3.5094 2.0832
H -4.0679 -2.5518 -1.5191
H -3.9040 -3.8790 0.6939
H -5.7613 -2.0178 -2.6002
H -7.7150 -1.6311 -4.0531
H -9.1098 0.4100 -3.7592
H -8.5492 2.0305 -1.9589
H -6.5748 1.6475 -0.5054
H -1.6551 -0.0639 0.0481
H 0.2935 0.6341 -1.3377
H -0.0425 1.4027 -3.6839
H -2.3545 1.5265 -4.6199
H -4.3103 0.8667 -3.2339
H -6.4921 -2.2222 2.3417
H -7.9981 -3.8800 3.4064
H -7.0552 -5.6128 4.9251
H -4.6159 -5.6358 5.4297
H -3.1233 -3.9731 4.3819
H -1.8333 -0.8528 4.1583
H 0.3505 -1.6287 5.0764
H 1.4900 -3.6152 4.0854
H 0.4513 -4.7886 2.1441
H -1.7091 -3.9858 1.1970
F 8.8389 6.5395 0.0114
C 7.8059 5.6305 -0.0624
C 7.9675 4.3725 0.5133
C 6.8856 3.4627 0.4385
C 5.6913 3.8241 -0.1608
C 5.5442 5.0986 -0.6985
C 6.6158 6.0299 -0.6709
H 8.9039 4.1025 1.0056
H 6.9953 2.4698 0.8772
H 4.5910 5.3910 -1.1490
H 6.5207 7.0277 -1.1138
*
```

The frontier orbital gap (alpha / beta) is 7.075 / 7.666 eV. Its energy above the lowest of the compared OMol25 structures with the same formula, charge and spin is 0.0 kcal per mole.

Here are the Mulliken charges for atoms 1 to 5, given in e: -0.06, -0.52, -0.54, -0.80, -0.25

***

[2]
Formula: C36H88N4O12P2
Source: the Open Molecules 2025 dataset
Level of theory: ωB97M-V with the def2-TZVPD basis set

The geometry in ORCA input format:
```
! RIJCOSX wB97M-V def2-TZVPD def2/J DEFGRID3
* xyz 1 2
C -8.1505 4.7972 29.8070
C -8.0325 5.7705 28.6518
C -7.7535 7.1454 29.1323
C -6.2726 7.3080 29.4444
C -5.8759 8.7175 30.1021
C -6.0699 9.9630 29.1303
H -8.6574 3.9414 29.3613
H -8.6800 5.0896 30.7137
H -7.1525 4.4345 30.0530
H -7.3694 5.3511 27.8951
H -8.9268 5.8262 28.0312
H -8.3541 7.2660 30.0339
H -8.2385 7.9316 28.5537
H -6.1397 6.5363 30.2026
H -5.4519 7.3162 28.7271
H -6.5858 8.9619 30.8923
H -4.8665 8.7240 30.5134
H -7.0890 10.3122 28.9641
H -5.7415 10.8934 29.5937
H -5.6358 9.7718 28.1489
C -9.0135 10.1339 32.8215
C -10.5229 10.5440 32.8603
C -10.9708 11.1327 31.5211
C -10.1358 12.3078 31.0073
C -10.2074 13.5273 31.9036
C -9.4984 14.6811 31.1582
H -8.3877 11.0113 32.9850
H -8.6773 9.4318 32.0585
H -8.7388 9.5079 33.6705
H -11.1486 9.7436 33.2550
H -10.6598 11.2846 33.6483
H -11.9688 11.5674 31.5775
H -11.2026 10.3608 30.7872
H -9.1208 11.9425 30.8508
H -10.3893 12.5118 29.9670
H -11.2548 13.8059 32.0195
H -9.7900 13.3745 32.8989
H -10.1409 15.0775 30.3720
H -9.4493 15.5898 31.7582
H -8.4677 14.4465 30.8921
C -14.1896 5.2808 28.8946
C -12.8416 6.0532 28.9040
C -11.6794 5.2958 29.4972
C -11.7259 4.9846 30.9996
C -11.6923 6.2996 31.9196
C -11.3981 5.9111 33.4225
H -13.9933 4.2187 28.7482
H -14.9177 5.7844 28.2588
H -14.6740 5.2828 29.8711
H -12.6269 6.0514 27.8354
H -12.9112 7.0892 29.2355
H -10.8053 5.9011 29.2569
H -11.6739 4.2911 29.0744
H -12.6798 4.4745 31.1340
H -10.8837 4.3509 31.2775
H -10.8419 6.8744 31.5527
H -12.6888 6.7412 31.9297
H -10.3247 5.8720 33.6080
H -11.7766 6.7316 34.0320
H -11.9862 5.0056 33.5719
C -7.1053 5.2531 34.0204
C -7.2189 4.8399 35.4750
O -8.1748 4.2408 35.9894
N -6.2743 5.2825 36.3376
C -5.0316 5.9748 35.9800
H -7.0581 6.3107 33.7608
H -7.8966 4.8157 33.4116
H -6.1873 4.8656 33.5783
H -6.4238 4.9512 37.2799
H -5.0283 6.2194 34.9177
H -4.1466 5.4051 36.2633
H -4.9541 6.9169 36.5227
C 1.1753 8.7755 27.3591
C -0.2864 8.9133 27.7787
O -0.7900 8.3631 28.7339
N -1.0770 9.7762 27.0276
C -2.4939 9.9604 27.2375
H 1.2934 9.0067 26.3005
H 1.6668 7.8504 27.6602
H 1.8095 9.5970 27.6924
H -0.7485 10.2453 26.1957
H -2.9198 9.3283 28.0167
H -2.9639 9.8044 26.2665
H -2.5232 10.9938 27.5828
C -5.2374 2.3786 28.9996
C -4.2690 3.4927 29.4919
O -4.1835 3.7184 30.6900
N -3.5632 4.2341 28.6108
C -2.6678 5.3640 28.9904
H -5.8532 2.0486 29.8362
H -4.5814 1.5758 28.6629
H -5.8702 2.7896 28.2129
H -3.6610 3.9600 27.6437
H -1.6512 4.9763 29.0570
H -3.0373 5.8472 29.8949
H -2.7590 6.1317 28.2220
C -7.5536 2.8141 21.7450
C -7.5238 3.0092 23.2231
O -6.5788 3.5107 23.7623
N -8.5873 2.5627 23.9342
C -8.6798 2.7421 25.4513
H -7.5690 1.7399 21.5608
H -6.5718 2.9992 21.3094
H -8.3554 3.3735 21.2629
H -9.1944 1.8323 23.5906
H -8.2423 3.6581 25.8484
H -8.1687 1.9379 25.9805
H -9.7323 2.5420 25.6516
C -4.4395 10.3637 37.5992
O -5.6025 10.3388 36.7367
P -5.4558 10.6869 35.1530
O -4.2964 11.5141 34.7324
O -5.4467 9.2220 34.5108
C -5.2492 9.0285 33.1394
O -6.8902 11.3375 34.8211
C -7.2820 12.5653 35.4451
H -4.2874 9.3890 38.0628
H -4.5597 11.0197 38.4615
H -3.4821 10.4388 37.0837
H -5.9658 8.2323 32.9375
H -4.3346 8.7018 32.6444
H -5.4765 9.9212 32.5567
H -8.3669 12.6701 35.4555
H -6.9031 13.4361 34.9101
H -6.9128 12.5881 36.4704
C -6.5290 13.4540 27.4975
O -6.2185 12.2294 26.8261
P -7.1962 11.5796 25.7007
O -6.5756 10.5558 24.7764
O -7.9045 12.9419 25.0239
C -7.4811 13.3846 23.7420
O -8.4835 11.0646 26.6399
C -8.9699 9.7499 26.3704
H -6.0058 13.5185 28.4516
H -7.5565 13.4719 27.8608
H -6.3296 14.3488 26.9079
H -6.6143 12.8731 23.3235
H -6.9887 14.3080 24.0470
H -8.2817 13.6030 23.0353
H -8.2159 9.0144 26.0897
H -9.6996 9.7573 25.5607
H -9.4782 9.3607 27.2525
*
```

The frontier orbital gap (alpha / beta) is 7.006 / 1.509 eV.

Here are the Mulliken charges for atoms 1 to 5, given in e: -1.01, -0.91, 1.05, -0.69, 1.13

***

[3]
Formula: C20H37N2O5P
Source: the Open Molecules 2025 dataset
Level of theory: ωB97M-V with the def2-TZVPD basis set

The geometry in ORCA input format:
```
! RIJCOSX wB97M-V def2-TZVPD def2/J DEFGRID3
* xyz 0 1
C 3.9406 2.5423 -2.8808
C 3.5766 1.1413 -2.3351
C 2.5550 1.2429 -1.1888
C 1.2094 1.7533 -1.7101
C 2.3957 -0.0062 -0.2598
P 1.9780 0.8598 1.4264
N 2.9173 -0.0334 2.5537
O 0.5233 0.2383 1.9082
C 3.7223 -0.6827 0.0139
O 4.7555 -0.1406 0.2906
O 3.6126 -2.0228 -0.0913
C 2.1956 -2.4040 0.0000
C 1.9217 -2.6751 1.4761
O 1.2709 -3.9647 1.5238
N 0.8795 -4.2182 2.8813
O 1.4281 -5.1492 3.3034
C 1.5416 -1.2191 -0.7569
C 1.9279 -1.5234 -2.2371
C -0.0097 -1.1081 -0.7710
C -0.8266 -2.0618 0.1024
C -2.3359 -1.7640 0.0640
C -2.8965 -1.7413 -1.3584
C -2.6590 -0.5006 0.8713
C -4.0608 0.0893 0.6331
C -4.2844 1.1873 1.6322
C -4.1825 2.4968 1.4254
C -4.2732 3.1457 0.0702
C -4.0027 3.4491 2.5881
H 3.5066 3.3354 -2.2689
H 5.0191 2.6940 -2.8576
H 3.6024 2.6778 -3.9070
H 3.1334 0.5712 -3.1488
H 4.4920 0.6702 -1.9872
H 2.9310 2.0352 -0.5321
H 0.8030 1.1238 -2.5003
H 0.4848 1.8367 -0.8961
H 1.3352 2.7644 -2.0979
H 2.4294 -0.0898 3.4406
H 3.8177 0.4136 2.6833
H -0.1661 0.9050 1.8132
H 2.1535 -3.3560 -0.5237
H 1.2674 -1.9426 1.9382
H 2.8572 -2.7330 2.0281
H 2.9961 -1.4406 -2.4190
H 1.6221 -2.5465 -2.4637
H 1.4123 -0.8565 -2.9245
H -0.3080 -0.0917 -0.5243
H -0.3382 -1.2697 -1.7979
H -0.5237 -1.9916 1.1442
H -0.6664 -3.0937 -0.2223
H -2.8141 -2.5977 0.5902
H -2.5857 -0.8510 -1.9084
H -2.5402 -2.6193 -1.9028
H -3.9847 -1.7925 -1.3489
H -1.9414 0.2965 0.6506
H -2.5780 -0.7258 1.9388
H -4.1039 0.4745 -0.3834
H -4.7953 -0.7113 0.7558
H -4.5049 0.8576 2.6458
H -3.5507 3.9548 -0.0501
H -4.1482 2.4458 -0.7517
H -5.2652 3.5991 -0.0159
H -3.5515 4.3766 2.2345
H -4.9579 3.7273 3.0425
H -3.3592 3.0191 3.3521
*
```

The frontier orbital gap is 8.548 eV. Its energy above the lowest of the compared OMol25 structures with the same formula, charge and spin is 0.0 kcal per mole. Its structure (SMILES) is CC[C@@H](C)[C@]1(P(N)O)C(=O)O[C@@H](CON=O)[C@@]1(C)CC[C@H](C)CCC=C(C)C.

Here are the Mulliken charges for atoms 1 to 5, given in e: -1.42, -0.39, -0.70, -1.47, 1.36